(1)
# C22H29N3O4

An isolated molecule of C22H29N3O4 (ωB97M-V/def2-TZVPD, the Open Molecules 2025 dataset).

Its SMILES is O=C(N1CCOCC1)N1CCN(C[C@@H](O)COc2ccc3ccccc3c2)CC1. The calculation puts the energy at -35945.0802 eV. The multiplicity is 1. As for the energy above the lowest of the compared OMol25 structures with the same formula, charge and spin: 88.1 kJ/mol. Its HOMO energy is -8.10 eV. Its LUMO energy is 0.51 eV. For the frontier orbital gap, the calculation gives 0.3164 Ha.

Each atom is followed by the atoms it is bonded to, with distances in Å.
CARTESIAN COORDINATES (ANGSTROEM)
1 O 1.931 0.672 4.801  C2 1.215
2 C 1.212 0.236 3.924  O1 1.215, N3 1.386, N17 1.372
3 N 0.705 -1.053 3.948  C2 1.386, C4 1.452, C11 1.453
4 C -0.702 -1.330 3.717  N3 1.452, H5 1.088, H6 1.101, C7 1.531
5 H -1.119 -0.650 2.978  C4 1.088
6 H -1.260 -1.209 4.659  C4 1.101
7 C -0.834 -2.785 3.260  C4 1.531, O8 1.407, H15 1.091, H16 1.102
8 O -0.308 -3.665 4.224  C7 1.407, C9 1.411
9 C 1.047 -3.375 4.495  O8 1.411, H10 1.091, C11 1.529, H14 1.101
10 H 1.360 -4.083 5.263  C9 1.091
11 C 1.226 -1.936 4.978  N3 1.453, C9 1.529, H12 1.090, H13 1.099
12 H 2.280 -1.705 5.135  C11 1.090
13 H 0.689 -1.793 5.926  C11 1.099
14 H 1.648 -3.531 3.586  C9 1.101
15 H -1.884 -3.059 3.138  C7 1.091
16 H -0.308 -2.920 2.302  C7 1.102
17 N 0.855 0.980 2.828  C2 1.372, C18 1.446, C51 1.448
18 C 0.712 0.452 1.489  N17 1.446, H19 1.088, C20 1.527, H58 1.101
19 H 0.493 -0.614 1.513  C18 1.088
20 C -0.385 1.229 0.764  C18 1.527, N21 1.452, H56 1.090, H57 1.106
21 N -0.009 2.631 0.715  C20 1.452, C22 1.459, C50 1.454
22 C -0.856 3.433 -0.160  N21 1.459, H23 1.093, C24 1.539, H49 1.094
23 H -1.715 2.862 -0.523  C22 1.093
24 C -0.033 3.914 -1.369  C22 1.539, O25 1.403, C27 1.538, H48 1.094
25 O 1.054 4.697 -0.950  C24 1.403, H26 0.967
26 H 1.507 4.195 -0.258  O25 0.967
27 C 0.477 2.721 -2.195  C24 1.538, O28 1.410, H46 1.098, H47 1.099
28 O -0.629 1.934 -2.576  C27 1.410, C29 1.365
29 C -0.408 0.707 -3.132  O28 1.365, C30 1.378, C38 1.409
30 C -1.520 -0.081 -3.333  C29 1.378, C31 1.404, H45 1.079
31 C -1.410 -1.365 -3.892  C30 1.404, C32 1.412, C36 1.420
32 C -2.537 -2.189 -4.106  C31 1.412, C33 1.366, H44 1.081
33 C -2.397 -3.436 -4.647  C32 1.366, C34 1.405, H43 1.080
34 C -1.126 -3.920 -5.000  C33 1.405, C35 1.366, H42 1.080
35 C -0.016 -3.148 -4.805  C34 1.366, C36 1.410, H41 1.081
36 C -0.126 -1.857 -4.249  C31 1.420, C35 1.410, C37 1.408
37 C 0.992 -1.029 -4.036  C36 1.408, C38 1.367, H40 1.081
38 C 0.864 0.220 -3.494  C29 1.409, C37 1.367, H39 1.079
39 H 1.741 0.833 -3.355  C38 1.079
40 H 1.970 -1.395 -4.314  C37 1.081
41 H 0.964 -3.514 -5.076  C35 1.081
42 H -1.037 -4.908 -5.427  C34 1.080
43 H -3.263 -4.060 -4.808  C33 1.080
44 H -3.512 -1.813 -3.834  C32 1.081
45 H -2.489 0.305 -3.058  C30 1.079
46 H 1.015 3.098 -3.075  C27 1.098
47 H 1.172 2.142 -1.572  C27 1.099
48 H -0.653 4.555 -2.003  C24 1.094
49 H -1.229 4.314 0.369  C22 1.094
50 C 0.128 3.155 2.064  N21 1.454, C51 1.528, H54 1.092, H55 1.104
51 C 1.219 2.381 2.801  N17 1.448, C50 1.528, H52 1.090, H53 1.099
52 H 1.321 2.729 3.829  C51 1.090
53 H 2.180 2.517 2.287  C51 1.099
54 H 0.406 4.210 2.010  C50 1.092
55 H -0.817 3.070 2.630  C50 1.104
56 H -0.497 0.849 -0.252  C20 1.090
57 H -1.346 1.089 1.293  C20 1.106
58 H 1.657 0.597 0.945  C18 1.101

=====

(2)
# C22H29N3O4

An isolated molecule of C22H29N3O4 (ωB97M-V/def2-TZVPD, the Open Molecules 2025 dataset).

Its SMILES is COc1cccc(CN(C)CC(=O)Nc2ccccc2N2CCOCC2)c1OC. The calculation puts the energy at -35944.2422 eV. The multiplicity is 1. As for the energy above the lowest of the compared OMol25 structures with the same formula, charge and spin: 168.9 kJ/mol. Its HOMO energy is -7.93 eV. Its LUMO energy is 0.63 eV. For the frontier orbital gap, the calculation gives 0.3149 Ha.

Each atom is followed by the atoms it is bonded to, with distances in Å.
CARTESIAN COORDINATES (ANGSTROEM)
1 C 3.257 -4.466 -0.559  H2 1.095, O3 1.406, H57 1.089, H58 1.095
2 H 2.983 -4.852 -1.546  C1 1.095
3 O 2.125 -4.104 0.191  C1 1.406, C4 1.371
4 C 1.302 -3.120 -0.292  O3 1.371, C5 1.388, C9 1.410
5 C 1.543 -2.437 -1.476  C4 1.388, C6 1.384, H56 1.078
6 C 0.698 -1.423 -1.893  C5 1.384, C7 1.378, H55 1.079
7 C -0.387 -1.067 -1.121  C6 1.378, C8 1.389, H54 1.078
8 C -0.662 -1.742 0.061  C7 1.389, C9 1.398, C15 1.508
9 C 0.165 -2.791 0.474  C4 1.410, C8 1.398, O10 1.369
10 O -0.186 -3.411 1.644  C9 1.369, C11 1.412
11 C 0.088 -4.784 1.823  O10 1.412, H12 1.092, H13 1.093, H14 1.091
12 H 1.125 -4.956 2.117  C11 1.092
13 H -0.132 -5.357 0.920  C11 1.093
14 H -0.575 -5.107 2.627  C11 1.091
15 C -1.867 -1.345 0.876  C8 1.508, N16 1.466, H52 1.093, H53 1.099
16 N -1.558 -0.232 1.779  C15 1.466, C17 1.452, C48 1.449
17 C -2.729 0.590 2.029  N16 1.452, C18 1.533, H46 1.100, H47 1.095
18 C -3.029 1.508 0.839  C17 1.533, O19 1.212, N20 1.352
19 O -4.135 1.952 0.618  C18 1.212
20 N -1.902 1.775 0.142  C18 1.352, C21 1.394, H45 1.019
21 C -1.708 2.533 -1.013  N20 1.394, C22 1.387, C26 1.409
22 C -2.758 3.021 -1.777  C21 1.387, C23 1.384, H44 1.078
23 C -2.501 3.700 -2.955  C22 1.384, C24 1.383, H43 1.079
24 C -1.198 3.885 -3.380  C23 1.383, C25 1.385, H42 1.080
25 C -0.143 3.421 -2.611  C24 1.385, C26 1.388, H41 1.079
26 C -0.376 2.758 -1.414  C21 1.409, C25 1.388, N27 1.411
27 N 0.650 2.248 -0.591  C26 1.411, C28 1.449, C34 1.456
28 C 1.930 1.952 -1.200  N27 1.449, H29 1.090, C30 1.532, H40 1.103
29 H 1.767 1.431 -2.144  C28 1.090
30 C 2.704 1.043 -0.239  C28 1.532, H31 1.091, O32 1.409, H39 1.100
31 H 3.701 0.831 -0.629  C30 1.091
32 O 2.893 1.659 1.014  C30 1.409, C33 1.410
33 C 1.654 1.999 1.593  O32 1.410, C34 1.530, H37 1.091, H38 1.100
34 C 0.861 2.933 0.677  N27 1.456, C33 1.530, H35 1.090, H36 1.103
35 H -0.095 3.191 1.132  C34 1.090
36 H 1.437 3.861 0.526  C34 1.103
37 H 1.885 2.486 2.542  C33 1.091
38 H 1.067 1.087 1.776  C33 1.100
39 H 2.149 0.101 -0.114  C30 1.100
40 H 2.526 2.862 -1.381  C28 1.103
41 H 0.870 3.589 -2.943  C25 1.079
42 H -0.995 4.403 -4.305  C24 1.080
43 H -3.323 4.075 -3.546  C23 1.079
44 H -3.769 2.853 -1.444  C22 1.078
45 H -1.082 1.258 0.458  N20 1.019
46 H -3.634 0.010 2.264  C17 1.100
47 H -2.527 1.243 2.883  C17 1.095
48 C -0.924 -0.684 3.001  N16 1.449, H49 1.090, H50 1.099, H51 1.087
49 H -0.615 0.182 3.586  C48 1.090
50 H -1.588 -1.308 3.615  C48 1.099
51 H -0.045 -1.270 2.747  C48 1.087
52 H -2.650 -1.013 0.191  C15 1.093
53 H -2.236 -2.213 1.440  C15 1.099
54 H -1.041 -0.274 -1.446  C7 1.078
55 H 0.898 -0.914 -2.823  C6 1.079
56 H 2.399 -2.688 -2.081  C5 1.078
57 H 3.742 -5.257 0.012  C1 1.089
58 H 3.951 -3.627 -0.673  C1 1.095